Record 1
C24H30F4N6O12 | ωB97M-V/def2-TZVPD

Element x y z (Å)
O: 0.50 -1.51 -2.23
C: 0.86 -2.58 -2.61
O: 0.07 -3.53 -3.11
C: 0.81 -4.73 -3.23
C: 2.24 -4.27 -3.26
F: 2.67 -4.05 -4.55
O: 2.15 -3.04 -2.56
H: 0.66 -5.30 -2.30
H: 0.46 -5.27 -4.10
H: 3.01 -4.87 -2.78
O: 2.16 3.70 -3.89
C: 1.79 2.59 -3.85
O: 0.60 2.12 -4.36
C: 0.37 0.81 -3.92
C: 1.78 0.35 -3.50
F: 2.41 -0.23 -4.58
O: 2.43 1.56 -3.25
H: -0.23 0.82 -3.01
H: -0.06 0.10 -4.62
H: 1.78 -0.32 -2.64
O: -4.10 1.01 1.36
C: -2.97 1.00 0.98
O: -1.96 1.59 1.63
C: -0.81 1.58 0.79
C: -1.09 0.32 -0.04
F: -0.58 -0.76 0.64
O: -2.50 0.31 -0.06
H: -0.81 2.47 0.16
H: 0.17 1.43 1.24
H: -0.61 0.28 -1.02
O: 2.19 1.24 -0.25
C: 3.19 0.64 -0.47
O: 4.45 1.03 -0.30
C: 5.27 0.19 -1.11
C: 4.47 -1.10 -1.05
F: 4.67 -1.77 0.16
O: 3.15 -0.65 -0.93
H: 5.37 0.52 -2.14
H: 6.27 0.08 -0.69
H: 4.60 -1.84 -1.83
C: -2.50 1.35 5.19
C: -2.79 0.35 6.21
N: -3.07 -0.42 7.01
H: -1.42 1.42 5.02
H: -2.90 2.32 5.46
H: -2.90 0.97 4.25
C: 1.87 -2.66 1.50
C: 0.85 -3.40 0.71
N: 0.08 -3.97 0.08
H: 1.70 -1.61 1.34
H: 2.83 -3.04 1.15
H: 1.73 -3.02 2.52
C: 4.16 1.02 3.07
C: 2.70 1.12 3.17
N: 1.56 1.19 3.26
H: 4.36 0.11 2.52
H: 4.59 0.99 4.07
H: 4.55 1.90 2.55
C: -4.26 2.21 -1.96
C: -2.83 2.56 -2.14
N: -1.72 2.79 -2.27
H: -4.64 2.03 -0.96
H: -4.48 1.38 -2.63
H: -4.82 3.08 -2.29
C: -3.98 -2.22 0.66
C: -3.85 -2.18 2.13
N: -3.76 -2.17 3.27
H: -4.30 -3.20 0.31
H: -2.95 -2.15 0.32
H: -4.57 -1.39 0.30
C: -4.40 3.84 2.81
C: -3.31 4.76 3.12
N: -2.44 5.46 3.35
H: -3.90 2.87 2.75
H: -4.83 4.05 1.84
H: -5.14 3.71 3.60

Output
Energy relative to the best compared isomer or geometry (same formula, charge and spin) (kcal per mole): 0.0
Spin multiplicity: 1
Total energy (Ha): -2563.4159
HOMO (eV): -10.982
Orbital gap (eV): 10.990
Max |F| (Eh/bohr): 0.0409
LUMO level (eV): 0.009

Here are the Löwdin charges for atoms 1 to 5, given in e: 0.138 -0.545 0.097 -0.054 -0.278



Record 2
C24H30N2O3 | ωB97M-V/def2-TZVPD

Element x y z (Å)
C: 5.03 6.23 3.60
O: 4.49 5.09 2.97
C: 4.85 3.86 3.44
C: 5.71 3.63 4.51
C: 6.00 2.33 4.89
C: 5.45 1.26 4.22
C: 4.59 1.47 3.14
C: 4.00 0.33 2.42
C: 4.76 -0.79 2.11
C: 4.19 -1.85 1.43
C: 2.86 -1.83 1.06
C: 2.09 -0.71 1.36
N: 0.73 -0.60 1.02
C: -0.07 -1.50 0.38
O: 0.29 -2.59 -0.01
C: -1.48 -0.95 0.14
C: -2.47 -2.11 0.00
C: -3.62 -1.75 -0.93
N: -3.16 -1.52 -2.30
C: -4.09 -0.73 -3.07
C: -5.40 -1.49 -3.34
C: -5.14 -2.83 -4.05
C: -5.56 -2.52 -5.49
O: -6.63 -1.61 -5.38
C: -6.30 -0.72 -4.33
C: -1.79 -1.03 -2.34
C: -1.45 -0.12 -1.16
C: 2.66 0.36 2.04
C: 4.30 2.77 2.76
H: 4.73 6.29 4.65
H: 4.61 7.08 3.06
H: 6.12 6.25 3.52
H: 6.16 4.45 5.05
H: 6.66 2.16 5.72
H: 5.68 0.25 4.53
H: 5.80 -0.82 2.39
H: 4.79 -2.72 1.19
H: 2.42 -2.66 0.53
H: 0.31 0.27 1.29
H: -1.76 -0.31 0.98
H: -1.95 -2.98 -0.40
H: -2.87 -2.38 0.98
H: -4.14 -0.86 -0.54
H: -4.34 -2.57 -0.95
H: -3.62 -0.51 -4.03
H: -4.34 0.23 -2.58
H: -5.92 -1.64 -2.39
H: -5.78 -3.61 -3.64
H: -4.10 -3.13 -3.96
H: -4.72 -2.06 -6.04
H: -5.91 -3.39 -6.04
H: -7.24 -0.39 -3.89
H: -5.77 0.15 -4.73
H: -1.62 -0.51 -3.28
H: -1.11 -1.89 -2.32
H: -2.19 0.68 -1.10
H: -0.47 0.34 -1.30
H: 2.06 1.22 2.29
H: 3.65 2.97 1.92

Output
Energy relative to the best compared isomer or geometry (same formula, charge and spin) (kcal per mole): 63.0
Spin multiplicity: 1
Total energy (Ha): -1267.7660
HOMO (eV): -8.386
Orbital gap (eV): 8.954
Max |F| (Eh/bohr): 0.0121
LUMO level (eV): 0.568

Here are the Löwdin charges for atoms 1 to 5, given in e: -0.093 -0.084 -0.267 -0.028 -0.075



Record 3
C24H30N2O3S | ωB97M-V/def2-TZVPD

Element x y z (Å)
C: 1.85 4.17 0.53
O: 0.97 3.25 1.14
C: 0.27 2.40 0.33
C: -1.08 2.22 0.64
C: -1.88 1.38 -0.10
C: -1.36 0.72 -1.21
C: -2.24 -0.18 -2.00
O: -3.12 -0.86 -1.50
N: -2.00 -0.18 -3.33
C: -2.74 -0.96 -4.26
C: -2.07 -1.49 -5.49
C: -3.09 -0.39 -5.60
C: -0.01 0.87 -1.51
C: 0.82 1.66 -0.73
O: 2.16 1.74 -1.07
C: 3.02 0.75 -0.49
C: 3.10 0.85 1.03
C: 4.08 -0.21 1.56
N: 3.78 -1.56 1.15
C: 2.84 -2.31 1.97
C: 1.42 -1.79 2.08
C: 1.07 -0.89 3.08
C: -0.22 -0.43 3.21
C: -1.21 -0.88 2.34
S: -2.85 -0.30 2.63
C: -3.89 -1.37 1.60
C: -0.88 -1.77 1.32
C: 0.43 -2.22 1.21
C: 3.64 -1.66 -0.28
C: 2.64 -0.67 -0.89
H: 2.35 4.69 1.35
H: 1.28 4.90 -0.06
H: 2.59 3.69 -0.11
H: -1.48 2.75 1.49
H: -2.92 1.26 0.15
H: -1.30 0.45 -3.71
H: -3.46 -1.58 -3.74
H: -2.33 -2.47 -5.84
H: -1.03 -1.23 -5.66
H: -4.06 -0.63 -6.02
H: -2.75 0.60 -5.83
H: 0.43 0.33 -2.33
H: 4.00 1.01 -0.93
H: 3.44 1.84 1.33
H: 2.10 0.68 1.45
H: 4.10 -0.17 2.65
H: 5.08 0.03 1.19
H: 3.27 -2.35 2.98
H: 2.82 -3.33 1.57
H: 1.82 -0.55 3.78
H: -0.49 0.26 3.99
H: -3.69 -1.19 0.54
H: -4.91 -1.09 1.83
H: -3.72 -2.40 1.87
H: -1.62 -2.11 0.62
H: 0.67 -2.93 0.43
H: 3.35 -2.68 -0.53
H: 4.63 -1.47 -0.71
H: 2.65 -0.77 -1.98
H: 1.64 -0.89 -0.52

Output
Energy relative to the best compared isomer or geometry (same formula, charge and spin) (kcal per mole): 52.1
Spin multiplicity: 1
Total energy (Ha): -1665.9226
HOMO (eV): -7.695
Orbital gap (eV): 8.365
Max |F| (Eh/bohr): 0.0102
LUMO level (eV): 0.670

Here are the Löwdin charges for atoms 1 to 5, given in e: -0.065 -0.081 -0.205 0.014 -0.039



Record 4
C24H30N2O6 | ωB97M-V/def2-TZVPD

Element x y z (Å)
C: 0.76 4.37 2.59
C: -0.68 4.28 2.10
O: -1.04 2.97 1.70
C: -0.52 2.47 0.53
C: 0.15 3.19 -0.44
C: 0.62 2.59 -1.60
N: 1.30 3.45 -2.52
C: 2.67 3.05 -2.81
C: 3.33 4.19 -3.59
O: 2.64 4.46 -4.79
C: 1.29 4.79 -4.52
C: 0.58 3.68 -3.76
C: 0.41 1.22 -1.81
O: 0.86 0.70 -2.99
C: 0.81 -0.70 -3.21
C: 1.87 -1.46 -2.42
C: -0.27 0.49 -0.84
C: -0.73 1.09 0.32
N: -1.40 0.39 1.32
C: -1.73 -0.92 1.37
O: -1.50 -1.74 0.51
C: -2.47 -1.30 2.66
O: -2.41 -2.70 2.83
C: -1.18 -3.19 3.07
O: -0.24 -2.47 3.31
C: -1.13 -4.67 3.08
C: -0.26 -5.25 4.01
C: -0.13 -6.62 4.09
C: -0.87 -7.42 3.24
C: -1.71 -6.85 2.30
C: -1.86 -5.47 2.20
C: -2.76 -4.90 1.15
H: 1.45 4.13 1.79
H: 0.96 5.38 2.93
H: 0.92 3.68 3.41
H: -0.87 4.99 1.29
H: -1.37 4.50 2.92
H: 0.33 4.25 -0.33
H: 3.20 2.89 -1.87
H: 2.71 2.13 -3.41
H: 4.35 3.93 -3.88
H: 3.35 5.09 -2.96
H: 0.82 4.96 -5.49
H: 1.25 5.72 -3.93
H: -0.44 3.99 -3.52
H: 0.54 2.77 -4.38
H: 1.00 -0.80 -4.28
H: -0.19 -1.09 -3.00
H: 1.83 -2.51 -2.69
H: 2.85 -1.07 -2.64
H: 1.69 -1.37 -1.35
H: -0.45 -0.56 -0.96
H: -1.63 0.98 2.11
H: -3.53 -1.05 2.58
H: -2.02 -0.79 3.52
H: 0.31 -4.60 4.65
H: 0.54 -7.06 4.82
H: -0.78 -8.50 3.29
H: -2.26 -7.48 1.62
H: -2.97 -5.64 0.39
H: -2.32 -4.02 0.69
H: -3.71 -4.59 1.60

Output
Energy relative to the best compared isomer or geometry (same formula, charge and spin) (kcal per mole): 51.4
Spin multiplicity: 1
Total energy (Ha): -1493.4953
HOMO (eV): -7.813
Orbital gap (eV): 8.448
Max |F| (Eh/bohr): 0.0103
LUMO level (eV): 0.635

Here are the Löwdin charges for atoms 1 to 5, given in e: -0.060 -0.242 -0.070 -0.199 0.059



Record 5
C24H30N4O3 | ωB97M-V/def2-TZVPD

Element x y z (Å)
C: 1.65 3.03 0.73
C: 2.04 1.57 0.57
C: 3.47 1.31 1.06
C: 3.85 -0.16 0.84
C: 5.29 -0.42 1.26
C: 3.65 -0.51 -0.65
N: 2.32 -0.23 -1.15
C: 1.33 -1.22 -0.75
C: 1.26 -2.33 -1.80
C: 0.40 -3.51 -1.36
N: -0.98 -3.14 -1.16
C: -1.57 -3.12 0.04
O: -1.05 -3.49 1.07
C: -3.01 -2.57 0.01
N: -2.97 -1.12 -0.07
C: -2.84 -0.58 -1.31
O: -2.84 -1.29 -2.31
C: -2.69 0.88 -1.46
C: -3.24 1.52 -2.57
C: -2.94 2.85 -2.82
C: -2.04 3.48 -1.97
N: -1.49 2.89 -0.93
C: -1.80 1.63 -0.67
O: -1.18 1.08 0.41
C: -2.07 0.64 1.38
C: -2.03 1.28 2.61
C: -2.90 0.91 3.62
C: -3.84 -0.08 3.37
C: -3.88 -0.72 2.15
C: -2.98 -0.39 1.14
C: 1.96 1.15 -0.91
H: 2.32 3.67 0.16
H: 1.71 3.33 1.78
H: 0.64 3.19 0.38
H: 1.35 0.95 1.14
H: 3.55 1.55 2.12
H: 4.16 1.95 0.52
H: 3.19 -0.79 1.44
H: 5.43 -0.18 2.31
H: 5.55 -1.47 1.11
H: 5.98 0.19 0.67
H: 3.88 -1.56 -0.81
H: 4.35 0.09 -1.25
H: 0.35 -0.73 -0.69
H: 1.54 -1.67 0.23
H: 0.87 -1.92 -2.74
H: 2.27 -2.70 -2.00
H: 0.45 -4.31 -2.10
H: 0.76 -3.90 -0.40
H: -1.47 -2.73 -1.95
H: -3.50 -2.88 0.93
H: -3.54 -2.96 -0.86
H: -3.90 0.96 -3.22
H: -3.36 3.37 -3.66
H: -1.74 4.51 -2.13
H: -1.29 2.06 2.75
H: -2.85 1.39 4.58
H: -4.54 -0.36 4.14
H: -4.62 -1.48 1.97
H: 0.95 1.32 -1.29
H: 2.64 1.77 -1.50

Output
Energy relative to the best compared isomer or geometry (same formula, charge and spin) (kcal per mole): 41.1
Spin multiplicity: 1
Total energy (Ha): -1377.3355
HOMO (eV): -7.783
Orbital gap (eV): 7.986
Max |F| (Eh/bohr): 0.0159
LUMO level (eV): 0.203

Here are the Löwdin charges for atoms 1 to 5, given in e: -0.068 -0.362 -0.149 -0.365 -0.075



Record 6
C24H30N4O3 | ωB97M-V/def2-TZVPD

Element x y z (Å)
C: 0.69 0.67 -2.69
O: -0.26 1.35 -1.92
C: 0.16 2.64 -1.54
C: -0.84 3.18 -0.51
C: -0.56 2.64 0.89
N: -0.54 1.20 0.88
C: 0.55 0.37 1.06
C: 1.91 0.86 1.36
O: 2.34 1.93 0.98
N: 2.63 0.01 2.12
C: 4.02 0.21 2.42
C: 4.90 -0.89 1.82
C: 4.70 -0.98 0.33
C: 3.90 -1.88 -0.22
C: 3.62 -1.99 -1.68
C: 4.61 -1.18 -2.51
C: 4.81 0.20 -1.88
C: 5.44 0.04 -0.50
C: 0.15 -0.94 0.90
C: -1.23 -0.92 0.61
C: -2.19 -1.93 0.34
O: -2.03 -3.13 0.29
N: -3.50 -1.38 0.10
C: -4.49 -2.27 -0.18
C: -5.76 -1.88 -0.41
C: -6.08 -0.50 -0.36
C: -5.11 0.42 -0.09
C: -5.37 1.89 -0.03
C: -3.77 -0.02 0.15
N: -2.86 0.89 0.41
C: -1.62 0.44 0.62
H: 1.63 0.55 -2.15
H: 0.27 -0.32 -2.91
H: 0.89 1.19 -3.64
H: 0.19 3.29 -2.42
H: 1.17 2.60 -1.10
H: -0.78 4.27 -0.49
H: -1.84 2.88 -0.82
H: 0.42 2.99 1.24
H: -1.34 2.97 1.57
H: 2.23 -0.89 2.36
H: 4.16 0.25 3.51
H: 4.28 1.19 2.00
H: 4.64 -1.84 2.28
H: 5.95 -0.67 2.05
H: 3.38 -2.59 0.41
H: 3.66 -3.04 -1.98
H: 2.60 -1.65 -1.87
H: 4.24 -1.07 -3.54
H: 5.57 -1.70 -2.55
H: 5.45 0.82 -2.51
H: 3.85 0.70 -1.77
H: 5.45 1.00 0.02
H: 6.49 -0.28 -0.60
H: 0.76 -1.82 0.94
H: -4.17 -3.30 -0.20
H: -6.53 -2.60 -0.63
H: -7.10 -0.18 -0.54
H: -4.79 2.39 -0.79
H: -6.43 2.10 -0.18
H: -5.05 2.28 0.94

Output
Energy relative to the best compared isomer or geometry (same formula, charge and spin) (kcal per mole): 41.6
Spin multiplicity: 1
Total energy (Ha): -1377.3348
HOMO (eV): -7.510
Orbital gap (eV): 7.741
Max |F| (Eh/bohr): 0.0218
LUMO level (eV): 0.231

Here are the Löwdin charges for atoms 1 to 5, given in e: -0.104 -0.191 -0.220 -0.129 -0.114



Record 7
C24H30N7O4PRhS2 | ωB97M-V/def2-TZVPD

Element x y z (Å)
Rh: 0.41 0.05 -0.11
C: 3.74 0.50 4.94
C: 4.08 1.02 3.56
O: 3.93 -0.02 2.57
P: 2.56 -0.32 1.83
S: 0.63 0.05 2.26
S: 2.81 0.05 -0.11
O: 2.45 -1.92 2.06
C: 3.43 -2.86 1.56
C: 4.57 -3.08 2.54
H: 3.86 1.30 5.68
H: 4.39 -0.33 5.20
H: 2.71 0.15 4.97
H: 5.12 1.34 3.49
H: 3.45 1.87 3.30
H: 3.79 -2.52 0.59
H: 2.87 -3.78 1.42
H: 5.23 -2.22 2.58
H: 5.15 -3.95 2.22
H: 4.17 -3.27 3.53
O: 0.26 6.45 -3.05
N: 0.15 5.49 -3.84
O: 0.01 5.67 -5.06
C: 0.18 4.18 -3.36
C: 0.04 3.15 -4.31
C: 0.09 1.81 -3.93
C: -0.06 0.71 -4.83
C: 0.05 -0.57 -4.37
C: 0.31 -0.80 -3.01
N: 0.40 0.20 -2.15
C: 0.28 1.47 -2.57
C: 0.34 2.51 -1.59
N: 0.39 2.08 -0.31
C: 0.46 2.97 0.68
C: 0.51 4.33 0.41
C: 0.43 4.79 -0.89
C: 0.32 3.87 -1.95
H: -0.09 3.42 -5.34
H: -0.25 0.92 -5.88
H: -0.05 -1.41 -5.04
H: 0.44 -1.80 -2.62
H: 0.48 2.58 1.68
H: 0.58 5.02 1.23
H: 0.44 5.84 -1.10
N: -1.50 -4.32 1.52
C: -0.77 -4.99 0.61
N: -0.89 -6.33 0.55
N: 0.05 -4.42 -0.24
C: 0.17 -3.11 -0.15
N: 0.28 -1.97 -0.07
H: -2.06 -4.80 2.20
H: -1.38 -3.33 1.60
H: -1.58 -6.83 1.09
H: -0.38 -6.81 -0.17
C: -4.84 -0.40 -1.32
C: -4.26 0.13 -0.01
C: -4.73 1.57 0.23
C: -4.73 -0.76 1.15
C: -2.78 0.11 -0.06
C: -1.57 0.11 -0.04
H: -5.94 -0.38 -1.28
H: -4.52 -1.42 -1.51
H: -4.53 0.22 -2.16
H: -5.82 1.60 0.30
H: -4.42 2.22 -0.58
H: -4.31 1.96 1.16
H: -5.81 -0.72 1.25
H: -4.28 -0.43 2.09
H: -4.43 -1.80 0.98

Output
Energy relative to the best compared isomer or geometry (same formula, charge and spin) (kcal per mole): 11.0
Spin multiplicity: 2
Total energy (Ha): -2865.0899
HOMO (alpha / beta) (eV): -5.084 / -8.032
Orbital gap (alpha / beta) (eV): 4.909 / 7.857
Max |F| (Eh/bohr): 0.0524
LUMO level (alpha / beta) (eV): -0.175 / -0.175

Here are the Löwdin charges for atoms 1 to 5, given in e: 0.615 -0.070 -0.254 -0.316 -0.037